## i
{
  "formula": "C28H26BrFIIrN4O4S",
  "method": "wB97M-V/def2-TZVPD",
  "homo_ev": -12.31,
  "gap_ev": 6.879,
  "charge": 2,
  "lumo_energy_ha": -0.1995,
  "elements": ["Ir", "O", "N", "C", "C", "C", "C", "C", "S", "H", "H", "H", "H", "F", "C", "C", "C", "C", "O", "C", "C", "N", "C", "C", "C", "C", "C", "C", "N", "C", "C", "N", "C", "C", "C", "O", "O", "H", "H", "H", "H", "H", "H", "H", "H", "H", "H", "H", "H", "H", "H", "H", "H", "H", "H", "Br", "C", "C", "C", "C", "C", "C", "I", "H", "H", "H", "H"],
  "coordinates": [[0.55722, -0.17113, -0.17673], [1.59318, -1.55128, 0.91135], [1.34219, -2.81982, 0.55268], [1.36423, -3.77054, 1.50330], [1.17048, -5.08167, 1.15938], [0.97701, -5.41077, -0.18706], [0.95453, -4.40978, -1.13281], [1.11665, -3.08261, -0.73336], [1.07270, -1.71711, -1.78984], [1.54518, -3.41506, 2.50643], [1.16986, -5.83609, 1.93160], [0.84300, -6.44138, -0.48534], [0.81071, -4.61686, -2.18402], [-2.95124, -5.95035, 0.61204], [-3.50137, -4.72020, 0.54352], [-2.65750, -3.65143, 0.48743], [-3.15954, -2.35164, 0.37027], [-2.25054, -1.22052, 0.23388], [-1.00667, -1.44742, 0.30046], [-2.85832, 0.03343, 0.05021], [-4.22463, 0.14137, 0.09927], [-5.06175, -0.88429, 0.28172], [-6.48737, -0.63492, 0.42373], [-7.11800, -0.90330, 1.75950], [-6.92944, 0.50447, 1.28362], [-4.54731, -2.17347, 0.35911], [-5.39432, -3.28350, 0.43198], [-4.90264, -4.57541, 0.50911], [-5.81254, -5.65497, 0.59332], [-6.90322, -5.72347, -0.37241], [-8.16868, -6.23056, 0.33431], [-7.75975, -7.02122, 1.54477], [-6.58087, -7.88767, 1.22604], [-5.35722, -6.98659, 0.99714], [-2.09889, 1.29999, -0.18445], [-2.65777, 2.36403, -0.10476], [-0.83633, 1.16024, -0.51345], [-1.58778, -3.81122, 0.51226], [-4.66330, 1.12531, -0.00320], [-7.05230, -0.85011, -0.47463], [-6.46949, -1.24857, 2.55387], [-8.11668, -1.31735, 1.77800], [-6.17304, 1.10004, 1.77590], [-7.79718, 1.06403, 0.96717], [-6.46226, -3.12031, 0.42960], [-6.63805, -6.38692, -1.20400], [-7.10040, -4.74427, -0.79518], [-8.75017, -6.87791, -0.31862], [-8.80385, -5.41386, 0.67098], [-8.54414, -7.57895, 1.88292], [-7.48586, -6.37211, 2.28423], [-6.83498, -8.46830, 0.34188], [-6.40228, -8.57183, 2.05157], [-4.71445, -7.46620, 0.25633], [-4.79357, -6.88645, 1.92242], [3.12888, 0.71056, -3.39015], [4.38255, 0.32075, -2.03959], [5.55848, -0.32409, -2.39585], [6.52024, -0.60040, -1.43593], [6.31450, -0.24536, -0.11216], [5.14239, 0.39510, 0.25749], [4.18657, 0.67187, -0.70834], [2.45732, 1.66509, -0.08766], [5.71569, -0.60018, -3.42915], [7.43813, -1.08914, -1.73281], [7.06272, -0.46161, 0.63787], [4.97427, 0.67774, 1.28743]],
  "mulliken_charge": [1.7009, -0.7937, 0.5059, -0.2574, -0.8233, -0.2581, -0.7799, 0.7299, -0.4239, 0.4550, 0.4559, 0.4465, 0.4463, -0.3334, 0.2710, -0.3160, 0.3738, 1.6552, -0.9314, -0.5938, -0.3063, 0.2547, -0.3782, -0.3853, -0.9989, -0.3039, -0.6097, -0.8634, 0.2081, -0.6148, -0.7721, -0.1376, -0.7722, -0.7174, 0.3824, -0.6267, -0.6274, 0.2662, 0.7554, 0.4488, 0.2440, 0.3029, 0.3570, 0.2659, 0.8177, 0.3363, 0.4443, 0.3669, 0.4401, 0.3455, 0.3792, 0.3558, 0.3936, 0.4092, 0.5269, -0.0997, 0.1695, -0.4248, -0.5281, -0.5893, -0.4624, 0.3311, 0.2682, 0.4248, 0.3963, 0.4003, 0.3973]
}

=====

## ii
{
  "formula": "C28H26BrFIIrN4O4S",
  "method": "wB97M-V/def2-TZVPD",
  "homo_ev": -12.13,
  "gap_ev": 7.189,
  "charge": 2,
  "lumo_energy_ha": -0.1815,
  "elements": ["Ir", "O", "N", "C", "C", "C", "C", "C", "S", "H", "H", "H", "H", "F", "C", "C", "C", "C", "O", "C", "C", "N", "C", "C", "C", "C", "C", "C", "N", "C", "C", "N", "C", "C", "C", "O", "O", "H", "H", "H", "H", "H", "H", "H", "H", "H", "H", "H", "H", "H", "H", "H", "H", "H", "H", "Br", "C", "C", "C", "C", "C", "C", "I", "H", "H", "H", "H"],
  "coordinates": [[3.04458, -1.67986, 0.13766], [4.79423, -2.56247, -0.29839], [4.94888, -3.83082, 0.15296], [5.96159, -4.53869, -0.38791], [6.21151, -5.80879, 0.04675], [5.39989, -6.35131, 1.04809], [4.37405, -5.60691, 1.57533], [4.14536, -4.30668, 1.11402], [2.89291, -3.29224, 1.74579], [6.51330, -4.01980, -1.15637], [7.02096, -6.37076, -0.39329], [5.57293, -7.35849, 1.40070], [3.72266, -5.99968, 2.34272], [-1.18808, 3.47291, 1.72989], [-1.51863, 2.30864, 1.13854], [-0.53247, 1.40378, 0.88683], [-0.84532, 0.15915, 0.32813], [0.20175, -0.82112, 0.08850], [1.37407, -0.52987, 0.46741], [-0.19045, -2.03524, -0.51873], [-1.52479, -2.25226, -0.74904], [-2.50060, -1.36935, -0.50579], [-3.88893, -1.73608, -0.71846], [-4.63751, -1.16269, -1.88755], [-4.25678, -2.61391, -1.86843], [-2.18286, -0.13049, 0.03540], [-3.17766, 0.82479, 0.28040], [-2.87180, 2.05402, 0.83780], [-3.89242, 2.99015, 1.08205], [-5.11898, 2.58044, 1.74328], [-6.31336, 3.12444, 0.94830], [-5.85842, 4.37426, 0.23492], [-4.94080, 5.18020, 1.10782], [-3.61892, 4.41162, 1.26036], [0.72035, -3.15130, -0.98795], [0.21398, -4.17867, -1.37783], [2.00717, -2.94981, -1.00342], [0.49093, 1.63285, 1.15015], [-1.81633, -3.21088, -1.15559], [-4.42606, -1.87595, 0.21180], [-4.07998, -0.52675, -2.56242], [-5.67483, -0.89172, -1.74643], [-3.48399, -2.92609, -2.55625], [-5.02159, -3.35486, -1.68964], [-4.19842, 0.60058, 0.00814], [-5.14534, 2.95941, 2.77111], [-5.18200, 1.49828, 1.80609], [-7.14607, 3.39976, 1.59267], [-6.66505, 2.43229, 0.18592], [-6.66198, 4.92641, -0.06535], [-5.34252, 4.09784, -0.60239], [-5.46013, 5.31478, 2.05462], [-4.78967, 6.15613, 0.65343], [-3.19749, 4.65699, 2.23851], [-2.90930, 4.73564, 0.50119], [3.57315, -0.13902, -1.98441], [4.95120, 1.04860, -1.41658], [5.57167, 1.77695, -2.42104], [6.58756, 2.66041, -2.09769], [6.98188, 2.81407, -0.77686], [6.36281, 2.08130, 0.22183], [5.34261, 1.19380, -0.09816], [4.48559, 0.14887, 1.49769], [5.26345, 1.64609, -3.44933], [7.07333, 3.22281, -2.88288], [7.77730, 3.49942, -0.51924], [6.67791, 2.19483, 1.25065]],
  "mulliken_charge": [1.5531, -0.4580, 0.2458, -0.2107, -0.7713, -0.1362, -0.8707, 0.8903, -0.4517, 0.4626, 0.4152, 0.4152, 0.4022, -0.3371, 0.3706, -0.6266, 0.7356, 1.5357, -1.2497, -0.2680, -0.3901, 0.3160, -0.3006, -0.4153, -1.0326, -0.4089, -0.6667, -1.1758, 0.2266, -0.7282, -0.7359, -0.1501, -0.7439, -0.7043, 0.3743, -0.6510, -0.7977, 0.6053, 0.8007, 0.4647, 0.2314, 0.3092, 0.3537, 0.2605, 0.8328, 0.3249, 0.4978, 0.3854, 0.4293, 0.3479, 0.3761, 0.3650, 0.3869, 0.3932, 0.5188, -0.0082, 0.9177, -0.7097, -0.5309, -0.6763, -0.5375, 0.2013, 0.2322, 0.3941, 0.3975, 0.3912, 0.3830]
}

=====

Consider the structures shown above. The least stable of them is i.